#1
The following is a DFT calculation (ωB97M-V with the def2-TZVPD basis set) of a 2-piece molecular cluster, C2H3ClSi overall.

Positions of all 7 atoms, in Å:
C -0.28368 -0.98012 0.78022
C 1.52435 -0.61939 -0.49255
Si -0.84877 0.52278 -0.07824
Cl 2.49246 0.44500 0.23759
H -1.11492 0.77291 -1.56784
H -1.37494 1.71823 0.85339
H -0.39449 -1.85942 0.26743

highest occupied orbital energy (spin up / spin down): -8.227 / -8.079 eV

Taken from the Löwdin analysis, the atomic charges in e are: -0.32 -0.55 0.59 0.57 -0.09 -0.06 -0.13

#2
The following is a DFT calculation (ωB97M-V with the def2-TZVPD basis set) of a 2-piece molecular cluster, C2H3ClSi overall.

Positions of all 7 atoms, in Å:
C 0.64197 1.20713 0.27248
C 1.06428 0.09346 0.34415
Si -2.80636 -1.12896 0.09482
Cl -3.07034 0.91085 0.02084
H 0.27568 2.18464 0.18506
H 1.40366 -0.90063 0.40225
H -1.57787 -1.18940 -0.73512

highest occupied orbital energy: -8.907 eV

Taken from the Löwdin analysis, the atomic charges in e are: -0.02 -0.02 0.24 0.02 0.01 0.01 -0.24

#3
The following is a DFT calculation (ωB97M-V with the def2-TZVPD basis set) of a 2-piece molecular cluster, C2H3ClSi overall.

Positions of all 7 atoms, in Å:
C 1.64549 2.00775 -0.62269
C 0.97180 1.05255 -0.36472
Si -0.94317 -1.46995 -0.23363
Cl -1.20744 -2.47137 -1.88615
H 2.17036 2.82892 -1.03595
H -2.15591 -0.91307 0.08317
H 0.21571 -1.92958 0.51251

highest occupied orbital energy: -8.758 eV

Taken from the Löwdin analysis, the atomic charges in e are: -0.22 -0.23 0.37 0.32 -0.04 -0.12 -0.09

Verdict on stability: #1 comes out at the bottom.

#1
The following is a DFT calculation (ωB97M-V with the def2-TZVPD basis set) of C7H8O2 as an isolated structure.

Positions of all 17 atoms, in Å:
C -1.60697 1.09641 -0.07951
C -0.17613 0.56751 -0.42088
C 0.58678 0.49427 0.92591
C 1.14232 -0.63210 1.44648
C 0.76547 -1.91291 0.68518
C 0.50552 -1.88501 -0.72897
C -0.11160 -0.72024 -1.25656
H -2.35413 0.27599 0.37770
H -1.26391 1.82743 1.04275
H -1.82809 1.95778 -0.95390
H -0.65875 2.56245 -0.97532
H 1.18349 1.62681 1.02691
H 2.12033 -0.67038 2.30060
H 0.63732 -2.69814 -1.51353
H -0.48724 -0.60631 -2.39995
O 0.65459 1.68364 -0.87333
O 0.89100 -2.96722 1.39642

highest occupied orbital energy: -9.501 eV

Taken from the Löwdin analysis, the atomic charges in e are: -0.05 -0.65 -0.12 -0.02 -0.39 -0.01 0.02 0.13 0.18 0.10 0.29 0.20 0.20 0.13 0.16 -0.18 0.01

#2
The following is a DFT calculation (ωB97M-V with the def2-TZVPD basis set) of one molecule with the formula C7H8O2.

Positions of all 17 atoms, in Å:
C 1.99026 1.22293 -0.24621
C 0.99212 0.53045 0.29244
C 0.82334 0.33510 1.77088
O -0.52683 0.61159 2.10948
C -0.16989 -0.02642 -0.42665
C -0.89753 -1.18657 -0.32028
C -1.77374 -1.29445 -1.38660
C -1.46957 -0.19751 -2.14610
O -0.50808 0.55838 -1.57692
H 2.59603 1.69311 0.53658
H 2.24872 1.19915 -1.39221
H 1.33538 1.15243 2.42452
H 1.11223 -0.68137 2.01835
H -0.83833 -0.02273 2.75783
H -0.70090 -2.06561 0.26794
H -2.37101 -2.16583 -1.63564
H -1.84221 0.33736 -3.04742

highest occupied orbital energy: -8.111 eV
SMILES: C=C(CO)c1ccco1

Taken from the Löwdin analysis, the atomic charges in e are: 0.07 -0.25 -0.22 -0.07 -0.25 -0.05 -0.06 -0.11 0.05 0.06 0.12 0.15 0.12 0.09 0.12 0.11 0.14

#3
The following is a DFT calculation (ωB97M-V with the def2-TZVPD basis set) of C7H8O2 as an isolated structure.

Positions of all 17 atoms, in Å:
C -1.05120 0.48076 1.48745
C -1.70704 0.01725 -0.72935
C -0.20196 -0.02375 -0.68406
C 1.76727 1.12492 -0.60078
C 2.10270 -0.25447 -0.62101
C 0.89080 -1.03956 -0.34421
C -0.01256 -0.61035 0.67375
H -0.50186 1.47527 1.89715
H -1.29892 -0.01556 2.40278
H -1.79635 0.81842 -1.42597
H -2.32185 -0.87149 -0.98211
H 2.40863 2.00797 -0.54379
H 3.10356 -1.05126 -1.13676
H 0.90186 -2.15157 -0.67357
H -0.56946 -1.61442 1.08170
O -2.07094 0.50060 0.63140
O 0.35732 1.20723 -0.43263

highest occupied orbital energy: -8.375 eV

Taken from the Löwdin analysis, the atomic charges in e are: -0.20 -0.04 -0.39 -0.03 -0.05 -0.20 -0.13 0.15 0.09 0.11 0.15 0.11 0.20 0.18 0.18 -0.10 -0.04

Verdict on stability: #1 comes out at the bottom.

#1
The following is a DFT calculation (ωB97M-V with the def2-TZVPD basis set) of one molecule with the formula C2H7NO2Si.

Positions of all 13 atoms, in Å:
C -0.50434 -1.20426 -0.99494
Si 0.57950 0.27096 -0.42858
C 0.18122 1.28662 1.05778
N 0.66760 1.64495 -1.68774
O 1.27615 2.66694 -1.54652
O -0.13437 1.40339 -2.64889
H -1.54019 -1.12276 -0.64928
H -0.71521 -1.20312 -2.05635
H -0.01060 -2.12503 -0.49709
H 1.97888 -0.32095 -0.15003
H 1.12381 1.98422 1.24979
H -0.82865 1.90042 1.05687
H 0.13310 0.78792 2.03549

highest occupied orbital energy: -10.598 eV
SMILES: C[SiH](C)[N+](=O)[O-]

Taken from the Löwdin analysis, the atomic charges in e are: -0.21 0.65 -0.25 -0.46 0.04 -0.04 0.02 0.01 0.06 0.01 0.08 0.08 0.01

#2
The following is a DFT calculation (ωB97M-V with the def2-TZVPD basis set) of a 4-piece molecular cluster, C2H7NO2Si overall.

Positions of all 13 atoms, in Å:
C -1.21123 -2.33374 0.80513
C 0.24954 -2.38979 0.29766
N 1.34661 -2.25266 0.22271
O 2.40170 -2.21498 -0.37144
O -1.15995 5.66264 0.96020
Si 0.09593 5.44504 0.12801
H -1.78787 -1.77941 0.08602
H -1.35685 -1.92336 1.78956
H -1.66714 -3.29730 0.89072
H 0.42536 -2.43419 -2.37605
H 0.18108 4.95391 -1.33821
H 1.48542 5.21669 0.68429
H 0.99741 -2.65286 -1.77859

highest occupied orbital energy: -9.783 eV

Taken from the Löwdin analysis, the atomic charges in e are: -0.01 -0.06 -0.19 -0.07 -0.47 0.61 0.07 0.07 0.06 0.09 -0.07 -0.08 0.05

Verdict on stability: #2 comes out at the bottom.

#1
The following is a DFT calculation (ωB97M-V with the def2-TZVPD basis set) of one molecule with the formula C4H13N3.

Positions of all 20 atoms, in Å:
C 2.27990 1.87178 -0.94389
N 1.47916 1.06402 -0.05743
C 0.03580 1.22103 -0.22971
C -0.74384 0.59894 0.93296
N -0.48301 -0.84731 0.98415
C -1.52604 -1.72312 0.48218
N -1.14205 -2.91286 -0.26333
H 2.24257 1.70980 -2.03274
H 1.80157 2.84431 -0.79105
H 3.29480 1.89380 -0.53261
H 1.63067 0.07438 -0.24684
H -0.33962 0.68703 -1.09617
H -0.26876 2.27332 -0.24509
H -0.60734 1.02729 1.94067
H -1.83880 0.73800 0.75661
H -0.03847 -1.23284 1.80278
H -2.28555 -1.99492 1.24112
H -1.98801 -1.15517 -0.31945
H -1.27820 -2.82840 -1.26882
H -0.22480 -3.30908 -0.11335

highest occupied orbital energy: -8.568 eV
SMILES: CNCCNCN

Taken from the Löwdin analysis, the atomic charges in e are: -0.16 -0.14 -0.25 -0.23 -0.08 -0.33 -0.01 0.08 0.07 0.08 0.10 0.11 0.11 0.12 0.11 0.11 0.11 0.10 0.06 0.06

#2
The following is a DFT calculation (ωB97M-V with the def2-TZVPD basis set) of a 3-piece molecular cluster, C4H13N3 overall.

Positions of all 20 atoms, in Å:
C 1.69027 -0.48049 0.02621
C 0.01345 0.21755 1.28233
N 2.67515 -0.71165 0.96167
N 1.28046 -1.49181 -0.76552
H 1.77555 0.48085 -0.46336
H 0.36409 -1.24852 -1.30565
H 1.22640 -2.39443 -0.30671
H 2.59543 -1.58545 1.46579
H 2.84345 0.06192 1.58896
H 0.63963 0.94191 1.81298
H 0.07798 -0.74987 1.78795
H -1.02490 0.49420 1.45574
C -2.26393 1.36899 -0.59226
C -1.03317 0.66405 -1.08717
N -1.03253 -0.50779 -1.64490
H -1.89541 -1.02113 -1.46924
H -0.18675 1.30630 -1.30782
H -2.00989 2.15397 0.11891
H -2.95774 0.67468 -0.11490
H -2.77755 1.82672 -1.44302

highest occupied orbital energy (spin up / spin down): -7.075 / -7.075 eV

Taken from the Löwdin analysis, the atomic charges in e are: -0.40 -0.10 0.07 0.05 0.11 0.04 0.09 0.09 0.09 -0.02 -0.01 -0.03 -0.10 -0.31 0.03 0.07 0.10 0.07 0.08 0.08

Verdict on stability: #2 comes out at the bottom.